1.
C3H7O2Yb | ωB97M-V with the def2-TZVPD basis set

Positions of all 13 atoms, in Å:
O  -0.02178  2.61567  1.43863
C  0.27213  3.95772  1.13891
H  1.14531  4.03345  0.46729
H  -0.58204  4.45458  0.64877
H  0.49726  4.47045  2.08151
H  0.19916  0.78505  1.73484
C  -1.77495  1.87295  -0.41050
C  -0.42403  1.76248  0.16420
O  -0.31208  0.49227  0.80458
Yb  -2.02216  -0.83199  -0.32216
H  -2.50494  2.25013  0.32210
H  -1.80269  2.41645  -1.36205
H  0.39911  1.91713  -0.55680

As for the LUMO energy (spin up / spin down): 0.20 / -0.47 eV. As for the expectation value of S²: 0.75. The value obtained for the energy relative to the best compared isomer or geometry (same formula, charge and spin) is 0.0 kcal/mol. Its multiplicity is 2. As for the total energy: -38844.7960 eV. Its net charge is 0. The frontier orbital gap (spin up / spin down) is 0.201 / 0.261 Ha.

Löwdin population analysis, charges in e, atoms 1 to 6: -0.235, -0.147, 0.083, 0.084, 0.084, 0.202



2.
C3H2ClF3 | ωB97M-V with the def2-TZVPD basis set

Positions of all 9 atoms, in Å:
C  -0.46989  0.61817  -0.12994
C  -1.01623  -0.65951  0.59484
C  0.92861  0.43401  -0.44401
F  -0.72439  -1.78526  -0.07447
F  -0.26832  -0.77357  1.75497
F  1.90266  0.81978  0.40758
Cl  1.26271  -0.88703  -1.49879
H  -1.16193  0.65804  -1.04184
H  -0.45322  1.57537  0.43165

As for the LUMO energy (spin up / spin down): 0.80 / -1.40 eV. As for the expectation value of S²: 2.01. The value obtained for the energy relative to the best compared isomer or geometry (same formula, charge and spin) is 0.0 kcal/mol. Its multiplicity is 3. As for the total energy: -23813.9960 eV. Its net charge is 0. The frontier orbital gap (spin up / spin down) is 0.326 / 0.381 Ha.

Löwdin population analysis, charges in e, atoms 1 to 6: -0.159, -0.217, -0.702, 0.001, 0.031, 0.021



3.
C28H41Cl2N2NiSSbSi3 | ωB97M-V with the def2-TZVPD basis set

Positions of all 79 atoms, in Å:
Ni  -0.84388  0.75528  -1.01422
Cl  -0.50955  1.61384  -3.15553
C  -2.03538  2.32518  -3.62174
C  -2.03422  3.19098  -4.69822
C  -3.22877  3.76627  -5.08887
C  -4.38972  3.46931  -4.39244
C  -4.35860  2.60377  -3.31198
Cl  -5.84258  2.28992  -2.47705
C  -3.17144  1.98747  -2.87701
S  -3.13614  0.88420  -1.52256
H  -1.10925  3.41241  -5.21860
H  -3.25613  4.45124  -5.92591
H  -5.33314  3.91283  -4.68385
C  -1.49759  1.36559  1.59804
Sb  0.47854  0.50317  1.81386
C  0.96261  1.29472  -0.13751
C  2.22504  0.75446  -0.73141
C  3.46674  0.90019  -0.08820
C  4.62434  0.46880  -0.70426
C  4.54055  -0.11970  -1.95995
C  3.28792  -0.22502  -2.53571
N  2.15886  0.20072  -1.95651
Si  1.00978  3.16988  -0.21172
C  1.97013  3.71031  -1.72425
C  -0.68568  3.99322  -0.24793
C  1.92721  3.89677  1.26956
C  -0.06854  -1.66308  1.48413
C  -0.25685  -2.12793  0.05441
C  -0.39014  -3.50276  -0.21539
C  -0.47134  -3.97283  -1.50553
C  -0.40376  -3.06563  -2.55426
C  -0.32706  -1.73419  -2.23547
N  -0.28722  -1.26231  -0.97293
Si  -1.69416  -1.99426  2.44090
C  -1.84545  -3.76059  3.05986
C  -1.82432  -0.96862  4.00401
C  -3.11798  -1.72616  1.26421
Si  1.43362  -2.53563  2.28186
C  1.48589  -2.16977  4.11557
C  2.99977  -1.90991  1.47942
C  1.53900  -4.40464  2.11441
H  -1.51981  2.36144  2.03629
H  -2.30854  0.76478  1.99420
H  -1.64831  1.47897  0.52856
H  3.49838  1.36003  0.89302
H  5.58367  0.58797  -0.21487
H  5.42051  -0.47808  -2.47761
H  3.17568  -0.66963  -3.52095
H  1.42992  3.52089  -2.65529
H  2.93212  3.19068  -1.78559
H  2.16890  4.78616  -1.65973
H  -1.48736  3.36708  -0.65361
H  -0.63361  4.89018  -0.87396
H  -0.99261  4.30195  0.75630
H  3.01133  3.79898  1.14007
H  1.65346  3.38825  2.20163
H  1.70277  4.96392  1.39065
H  -0.43651  -4.19117  0.61334
H  -0.57599  -5.03412  -1.69363
H  -0.42859  -3.37937  -3.58862
H  -0.28742  -0.99439  -3.01969
H  -0.99382  -4.06087  3.67509
H  -1.96279  -4.48940  2.25159
H  -2.74223  -3.82294  3.68793
H  -1.05336  -1.26740  4.71820
H  -2.79931  -1.16605  4.46498
H  -1.73868  0.11035  3.85615
H  -3.16628  -2.55586  0.55157
H  -3.02266  -0.81001  0.67956
H  -4.07438  -1.68388  1.79572
H  1.34532  -1.10728  4.33100
H  2.46431  -2.46763  4.50937
H  0.72374  -2.73595  4.66126
H  3.27183  -0.91242  1.83525
H  2.89081  -1.85714  0.38784
H  3.83191  -2.58626  1.70140
H  0.65188  -4.93732  2.46493
H  2.38771  -4.73597  2.72451
H  1.73693  -4.70600  1.08191

As for the LUMO energy (spin up / spin down): 0.45 / 0.11 eV. As for the expectation value of S²: 2.01. The value obtained for the energy relative to the best compared isomer or geometry (same formula, charge and spin) is 7.4 kcal/mol. Its multiplicity is 3. As for the total energy: -139778.1575 eV. Its net charge is 0. The frontier orbital gap (spin up / spin down) is 0.282 / 0.282 Ha.

Löwdin population analysis, charges in e, atoms 1 to 6: 0.175, 0.837, -0.595, -0.114, -0.090, -0.117



4.
C20H28O2P2 | ωB97M-V with the def2-TZVPD basis set

Positions of all 52 atoms, in Å:
C  2.69871  3.86511  -2.28384
C  3.02277  2.88008  -1.17182
P  2.21987  1.22442  -1.38581
O  2.47304  0.63648  -2.70924
C  3.01511  0.26028  -0.02484
C  3.00136  -1.23617  -0.29514
C  0.37587  1.39523  -1.07208
C  -0.22124  1.93069  -2.37359
C  0.03844  2.32088  0.08460
C  -0.15234  -0.02749  -0.86576
P  -0.35920  -0.61228  0.87576
O  0.64524  -0.22561  1.87620
C  -2.03653  -0.08029  1.35879
C  -2.15297  0.67920  2.51391
C  -3.39678  1.10098  2.94781
C  -4.52942  0.75688  2.22883
C  -4.41733  -0.01337  1.08174
C  -3.17447  -0.43486  0.64648
C  -0.51466  -2.42329  0.71413
C  -1.02534  -3.07892  -0.39836
C  -1.12152  -4.45915  -0.39819
C  -0.71371  -5.18861  0.70677
C  -0.20166  -4.53742  1.81687
C  -0.10441  -3.15824  1.81879
H  1.73019  4.33680  -2.13336
H  3.44989  4.65230  -2.32624
H  2.69145  3.34280  -3.23911
H  2.80793  3.29216  -0.18650
H  4.09026  2.63805  -1.21390
H  4.04964  0.61889  -0.01883
H  2.56587  0.48804  0.93870
H  3.15180  -1.42231  -1.35810
H  2.05684  -1.68248  0.01362
H  3.79720  -1.72909  0.25989
H  0.06641  1.28844  -3.20388
H  0.13829  2.93420  -2.58364
H  -1.30913  1.96401  -2.30914
H  -1.03630  2.29825  0.27239
H  0.55210  2.01510  0.99123
H  0.32053  3.34586  -0.14876
H  -1.14426  -0.11391  -1.31931
H  0.50681  -0.72814  -1.38999
H  -1.25484  0.93059  3.05929
H  -3.48425  1.69548  3.84535
H  -5.50276  1.08407  2.56373
H  -5.30300  -0.28764  0.52711
H  -3.09176  -1.04594  -0.24086
H  -1.33607  -2.52305  -1.27039
H  -1.51468  -4.96865  -1.26593
H  -0.79164  -6.26580  0.69930
H  0.12173  -5.10430  2.67742
H  0.30291  -2.62830  2.66791

As for the LUMO energy: 0.68 eV. The value obtained for the energy relative to the best compared isomer or geometry (same formula, charge and spin) is 2.4 kcal/mol. As for the total energy: -43869.6926 eV. Its net charge is 0. The SMILES is CCP(=O)(CC)C(C)(C)CP(=O)(c1ccccc1)c1ccccc1. The frontier orbital gap is 0.371 Ha.

Löwdin population analysis, charges in e, atoms 1 to 6: -0.148, -0.303, 0.710, -0.328, -0.291, -0.133



5.
C29H19BrF4NOPS3Zr | ωB97M-V with the def2-TZVPD basis set

Positions of all 60 atoms, in Å:
Zr  -0.34140  -0.88188  0.26089
S  3.97169  0.65646  0.77543
C  3.97577  -0.89710  1.49292
C  2.76564  -1.51807  1.39621
C  1.78956  -0.74448  0.69778
C  2.33914  0.46678  0.30668
C  1.56316  1.50106  -0.37671
C  2.04309  2.76818  -0.67592
C  1.20885  3.67621  -1.30466
C  -0.09525  3.31079  -1.61230
C  -0.51935  2.04616  -1.26688
N  0.28172  1.14971  -0.66256
H  4.87782  -1.26261  1.95763
H  2.57869  -2.49686  1.81726
H  3.05879  3.04036  -0.42602
H  1.57393  4.66443  -1.54960
H  -0.77790  3.98830  -2.10318
H  -1.53502  1.73284  -1.47426
F  -3.95844  0.17925  6.36518
C  -3.74340  0.14848  5.07160
C  -4.78438  -0.11896  4.19618
F  -5.99749  -0.34317  4.65054
C  -4.52587  -0.14233  2.82950
F  -5.53509  -0.37222  1.99479
C  -3.25896  0.07967  2.31749
P  -2.91221  0.11202  0.55352
C  -3.23475  -1.41941  -0.34177
C  -4.13391  -2.44713  -0.04390
C  -4.23494  -3.53321  -0.89496
C  -3.46675  -3.61051  -2.05544
C  -2.57052  -2.60502  -2.36990
C  -2.44684  -1.52802  -1.49585
C  -3.87932  1.43001  -0.19760
C  -4.34828  1.34252  -1.50578
C  -5.02567  2.41648  -2.06320
C  -5.23492  3.57189  -1.32350
C  -4.76660  3.65996  -0.01900
C  -4.08598  2.59369  0.54627
C  -2.22890  0.37361  3.22146
Br  -0.46251  0.78932  2.64202
C  -2.46076  0.40412  4.57888
F  -1.49346  0.68209  5.43365
H  -4.74799  -2.38906  0.84303
H  -4.93319  -4.32613  -0.66334
H  -3.58385  -4.46042  -2.71409
H  -1.98198  -2.65074  -3.27620
H  -1.79112  -0.69244  -1.79938
H  -4.22120  0.43867  -2.08807
H  -5.40458  2.34026  -3.07301
H  -5.77314  4.40264  -1.75910
H  -4.93841  4.55656  0.56048
H  -3.72805  2.67185  1.56621
C  0.83037  -3.57762  -1.27059
O  -0.02314  -2.97492  -0.24990
C  -0.16898  -3.63201  1.01356
S  0.39321  -5.09336  1.28415
S  -0.99443  -2.49970  2.06339
H  0.75816  -2.91722  -2.13253
H  0.44008  -4.56302  -1.50573
H  1.84875  -3.63113  -0.89470

As for the LUMO energy: -7.12 eV. The value obtained for the energy relative to the best compared isomer or geometry (same formula, charge and spin) is 10.0 kcal/mol. As for the total energy: -157892.1192 eV. Its net charge is +2. The frontier orbital gap is 0.257 Ha.

Löwdin population analysis, charges in e, atoms 1 to 6: 1.370, 1.126, -0.354, -0.186, -0.364, -0.554



6.
C5H13N3 | ωB97M-V with the def2-TZVPD basis set

Positions of all 21 atoms, in Å:
C  0.99471  -0.09823  -1.39579
C  1.30701  0.08387  0.06846
C  1.37558  1.47623  0.61500
N  1.73916  -0.85107  0.84098
N  2.07974  -2.08199  0.35753
H  0.44525  0.76722  -1.75472
H  1.89995  -0.21866  -1.99163
H  0.38873  -0.99339  -1.55076
H  0.36396  1.81434  0.84014
H  1.94256  1.48859  1.54169
H  1.83363  2.17198  -0.08733
H  1.53107  -2.43268  -0.42501
H  2.37576  -2.70203  1.09859
C  -2.40606  -0.82414  0.81678
C  -2.15812  0.46698  0.61355
N  -1.97482  1.04297  -0.64875
H  -2.39316  -1.53290  0.00421
H  -2.56774  -1.19835  1.81164
H  -2.21516  1.18942  1.41663
H  -2.24642  0.44478  -1.41756
H  -2.31562  1.98707  -0.75366

As for the LUMO energy: 0.98 eV. The value obtained for the energy relative to the best compared isomer or geometry (same formula, charge and spin) is 46.4 kcal/mol. As for the total energy: -9864.3554 eV. Its net charge is 0. The SMILES is CC(C)=NN.C=CN. The frontier orbital gap is 0.331 Ha.

Löwdin population analysis, charges in e, atoms 1 to 6: -0.068, -0.427, -0.062, -0.032, -0.005, 0.056